Record 1
105
Properties=species:S:1:pos:R:3 method="wB97M-V/def2-TZVPD" de_lowest_kj_mol=0.00 charge=-2 orbital_gap_ev="6.33 / 5.69" mol_weight_g_mol=984.2 spin_multiplicity=2 s_squared=0.784
Ge 1.23846 -2.33432 0.94055
Ge -1.08537 -1.86413 1.53845
Ca -1.19292 -0.26494 -2.48237
S 1.56174 -0.58119 -2.76074
P -1.85467 1.02435 -5.47932
F -3.14606 1.53611 -4.64544
F -0.56323 0.48026 -6.23619
F -1.67441 2.47927 -6.12233
F -0.90975 1.45714 -4.18761
F -2.01534 -0.44758 -4.71779
F -2.80616 0.53023 -6.66749
O -0.86055 -2.45530 -2.08257
O -1.56377 -3.90234 -3.62316
N 1.00695 2.65258 -1.18889
C 2.04889 -4.25062 -5.47877
C 2.16087 -5.87253 5.15142
C 2.67664 -4.71091 -0.03715
C -0.82662 5.58205 3.20403
C -1.60762 3.66172 1.97963
C -0.37784 -3.00827 2.99146
C 3.53489 -5.67484 5.09315
C 3.18744 -3.94119 3.46251
C 0.90609 -3.27202 2.69229
C -2.84340 3.86739 -0.15562
C -4.73875 5.49371 -0.46694
C 4.42339 2.64982 0.15457
C -1.50910 -0.08146 2.27044
C 3.34913 2.39241 -0.67865
C 2.06600 2.84486 -0.34061
C -3.52202 -3.49544 1.56408
C 2.80040 -2.19751 -4.49809
C 4.25545 3.33893 1.35107
C 1.89625 3.52874 0.87064
C -5.70098 6.08236 -1.27158
C -2.42792 2.59569 -0.54044
C 1.61261 -2.04316 -3.75222
C 2.39270 -0.75059 1.03323
C -4.93298 4.79026 -3.13960
C 4.04386 -4.70445 4.24191
C -2.67207 -2.61395 0.64713
C 3.88832 -0.96451 1.25834
C 3.02448 -3.26792 -5.33596
C -2.21221 4.47911 1.01012
C 2.97873 3.76489 1.70049
C -5.80013 5.74139 -2.61472
C -2.08529 5.86896 1.16760
C 0.87760 -4.12098 -4.76186
C -3.84465 4.54572 -0.98537
C -3.97470 4.19693 -2.33773
C -0.71148 -3.14213 -3.16489
C 1.80426 -4.11091 3.52317
C -2.25298 -0.14570 3.60525
C -1.40437 6.40745 2.24672
C 1.76021 -3.57314 -0.48728
C -2.00910 1.47260 -0.84779
C -0.93133 4.20355 3.05762
C 0.63525 -3.05483 -3.88807
C 1.30962 -5.10153 4.37615
H -0.47225 3.54268 3.78326
H 2.23237 -5.29590 0.77188
H -2.09680 0.44512 1.51678
H -2.33026 -3.16010 -0.23201
H -4.99826 4.49941 -4.18057
H -1.30592 7.48356 2.32910
H -3.26073 -1.76896 0.27809
H 3.95767 -3.33042 -5.88603
H -2.52343 0.85083 3.96832
H -1.66951 2.58708 1.85940
H 2.82136 4.29291 2.63431
H 4.29324 -1.70263 0.55969
H 3.63687 -4.33621 0.32784
H -2.48409 6.53026 0.41048
H -4.36011 -3.94289 1.02293
H -6.55299 6.20354 -3.24164
H 5.11357 -4.54564 4.17537
H 2.23419 -0.27516 0.06083
H 2.23213 -2.96652 -1.26157
H 2.19755 -5.09329 -6.14385
H -3.31067 3.45052 -2.75419
H 3.58891 -3.19782 2.78621
H -0.28653 6.00707 4.04089
H 4.20123 -6.27997 5.69581
H 0.08809 -4.85488 -4.85067
H 4.10173 -1.30594 2.27390
H 1.11752 1.99647 -1.94366
H 5.09885 3.52830 2.00311
H -4.70070 5.74405 0.58542
H -2.92905 -4.30973 1.98695
H -6.38642 6.80385 -0.84182
H 1.98312 -0.07158 1.78541
H -3.93449 -2.92616 2.40140
H 0.90459 3.87027 1.14941
H 5.40610 2.28908 -0.12798
H 3.55005 -1.42248 -4.39905
H 1.75140 -6.63969 5.79837
H 3.47966 1.82524 -1.59452
H -1.64369 -0.62788 4.37336
H 0.06830 2.67006 -0.81365
H 0.83689 -3.95541 -0.92133
H 4.43421 -0.03153 1.10717
H -0.84187 -3.38078 3.90833
H -3.17874 -0.72080 3.51752
H -0.57335 0.47402 2.37754
H 2.88610 -5.39396 -0.86497
H 0.24170 -5.27807 4.41363

=====

Record 2
38
Properties=species:S:1:pos:R:3 method="wB97M-V/def2-TZVPD" de_lowest_kj_mol=314.07 charge=+2 orbital_gap_ev=7.63 mol_weight_g_mol=411.1
Y 0.18626 0.57710 -0.06363
Cl -0.03666 5.13394 1.39630
Cl -1.27023 2.28849 -0.34689
S -0.96681 -1.37382 0.74590
P 0.95918 0.73085 -2.42642
O 2.04181 3.67303 2.03761
O 1.95330 -2.33555 0.13312
N -2.70851 -2.31649 2.11769
N -1.10698 -3.83959 1.12080
C 2.13479 -0.41467 -3.02860
C -1.27714 -5.02298 1.96711
C -1.65573 -2.69206 1.41303
C 1.70158 2.36652 -2.43731
C 1.30108 -1.30216 0.00129
C 1.65861 4.80383 1.87188
C -0.42956 0.78727 -3.53057
C -3.83677 -3.21566 2.37683
C 2.45373 6.07050 2.01187
H -3.93589 -3.37861 3.46054
H 1.98624 6.71179 2.76676
H -3.69437 -4.16174 1.85484
H 1.70942 -1.42771 -3.06612
H -0.40061 -3.97016 0.36047
H -0.30044 -5.39021 2.29966
H 3.48350 5.83432 2.30329
H -1.85046 -4.77259 2.85956
H 2.60716 2.39083 -1.81347
H -1.77652 -5.81714 1.39224
H -4.76506 -2.77218 2.00141
H 1.96298 2.57881 -3.47842
H 1.00006 3.12328 -2.05918
H -0.89223 -0.20681 -3.61428
H 3.03009 -0.44738 -2.39137
H 2.40668 -0.08878 -4.03446
H 2.44654 6.61010 1.05880
H -0.04168 1.09918 -4.50492
H -2.88573 -1.33035 2.42387
H -1.19164 1.49682 -3.17924

=====

Record 3
83
Properties=species:S:1:pos:R:3 method="wB97M-V/def2-TZVPD" charge=+1 orbital_gap_ev=7.66 mol_weight_g_mol=803.8
S 0.32356 -3.01701 4.49377
S -2.89957 1.12338 1.21559
S -1.81346 -0.49748 -1.32138
S -3.97185 -3.31474 -2.82003
S -4.17187 1.34967 -7.81256
O -0.39916 -1.29720 -1.22292
O -4.72750 2.52047 -8.43191
O -5.26015 -3.29126 -3.81447
O -3.67184 1.08655 0.00741
O -4.54069 1.38968 -6.22962
O -3.16697 -2.13997 -3.08977
O -4.42137 -3.66642 -1.50340
O 4.23298 4.89612 2.14159
O 1.03285 -1.78619 4.26912
O -3.22372 -4.60381 -3.47472
O -1.35012 1.45036 0.82849
O -2.56657 1.56674 -7.66164
O -2.79915 -1.23993 -0.58723
O -3.22549 2.52182 1.97893
O -2.07935 -0.73227 -2.90931
O 0.09801 -3.74788 3.05940
O -4.40559 0.02103 -8.30375
O -2.90867 0.06057 2.18214
O 0.75785 -4.00652 5.43985
O -1.56108 0.89948 -1.10330
O -1.23104 -2.66655 4.80182
O 2.42501 3.94321 0.98913
N 6.80116 -0.39114 3.19504
N 4.50257 0.01110 3.71086
C 5.94903 -1.42491 2.57035
C 5.46458 4.13686 1.94928
C -2.01925 3.26312 2.15377
C -0.22994 -2.08710 -2.39869
C -4.98994 -4.11848 -4.94555
C -1.11515 2.84671 1.00065
C -1.28898 -4.05104 2.90559
C -0.91480 -1.29863 -3.50829
C 3.05795 4.05533 2.11502
C -2.02019 -2.93720 3.64171
C 2.70594 1.64437 3.04666
C 3.30090 0.74576 4.29926
C 5.86911 0.49404 3.91965
C 4.38391 -1.19788 2.85703
C -3.33938 1.36845 -5.45951
C 2.50520 3.21349 3.41807
C 6.34277 4.31478 3.33027
C -2.28187 2.02149 -6.33990
C -4.09271 -5.23134 -4.41847
H -1.26773 1.74477 -6.04716
H 7.83234 -0.25296 3.16974
H -1.58347 2.98139 3.11743
H -2.06143 -2.02598 3.03790
H -0.72586 -3.04876 -2.23441
H 6.13069 4.53470 1.07173
H -1.47643 -5.02287 3.37268
H 0.82921 -2.25539 -2.60036
H 3.02094 3.55223 4.39638
H -1.55886 -4.09874 1.84946
H -0.06068 3.03731 1.20901
H -3.08800 0.32447 -5.24934
H -1.39967 3.35349 0.07292
H 5.31707 3.00783 1.75149
H 3.62546 1.38755 5.20132
H -0.27946 -0.47978 -3.85980
H 6.16847 1.43118 4.52110
H -3.48067 1.90368 -4.51849
H -2.37834 3.11167 -6.32956
H -5.91792 -4.50009 -5.37418
H -4.67616 -5.99176 -3.89090
H 6.24788 5.43180 3.66686
H -3.03249 -3.22762 3.92884
H 7.44860 4.00781 3.21118
H 5.80531 3.65464 4.12404
H 1.74326 1.11137 2.67413
H -1.19151 -1.93156 -4.35390
H 3.46643 -1.79384 2.49855
H 3.47758 1.60167 2.16294
H 2.48032 -0.00983 4.67371
H -2.22713 4.33497 2.14930
H 6.37699 -2.26821 1.91421
H 1.35073 3.41155 3.42388
H -4.46799 -3.51075 -5.69150
H -3.51345 -5.70557 -5.21317